Computed, not measured: C2H4N2S2 in the gas phase, with wB97M-V/def2-TZVPD.

Its calculated total energy is -26786.15762 eV. The SMILES is [S-][N+]1=NCSC1. As for the HOMO energy: -8.7 eV.

Each line ends with the Mulliken charge.
Atoms and positions in Å:
C: 0.85816 -1.19250 0.19717  -0.384
S: 1.56990 0.54665 -0.33725  -0.135
H: -0.44728 2.11732 -0.62547  0.319
N: -1.08612 -0.12978 -0.31144  0.485
H: -0.06756 1.49935 0.95223  0.367
H: 1.29169 -1.99596 -0.26945  0.384
N: -0.46406 -1.19656 -0.23582  -0.632
C: -0.05550 1.25530 -0.00800  -0.456
S: -2.57322 0.15751 -0.64294  -0.241
H: 0.97400 -1.06133 1.28097  0.290

=====

Computed, not measured: C2H4N2S2 in the gas phase, with wB97M-V/def2-TZVPD.

Its calculated total energy is -26787.74372 eV. The SMILES is NC(=S)/C=N\S. As for the HOMO energy: -8.8 eV.

Each line ends with the Mulliken charge.
Atoms and positions in Å:
H: -0.81045 -0.22362 1.96932  0.346
H: 1.27213 -1.11664 -0.96517  0.283
C: -0.24227 -0.01059 1.01303  -0.140
S: 1.97042 1.26708 0.12595  -0.143
S: -2.24881 -0.92934 -0.38610  -0.302
H: 2.59375 1.99791 1.12615  0.185
N: 0.74151 0.71658 1.23425  -0.347
C: -0.66896 -0.62995 -0.30873  0.380
N: 0.24096 -0.79860 -1.26991  -0.577
H: -0.01109 -1.64412 -1.94414  0.316

=====

Computed, not measured: a molecular structure, C2H4N2S3, with wB97M-V/def2-TZVPD.

Its calculated total energy is -37619.80220 eV. As for the HOMO energy: -8.0 eV.

Each line ends with the Mulliken charge.
Atoms and positions in Å:
H: 0.44289 2.06633 -1.32416  0.327
N: -1.54298 0.19668 1.01351  -0.117
H: 2.84726 -0.30547 1.24439  0.146
C: 0.89715 0.56938 0.12675  0.087
N: -0.36258 -0.04850 1.40209  -0.337
S: -2.32526 -1.07317 -0.17267  -0.174
S: 2.52942 -0.13600 -0.05729  -0.216
S: -1.47264 1.66644 -0.03674  0.003
C: 0.25259 1.56476 -0.38829  -0.121
H: -2.57630 -2.12754 0.74660  0.134
H: -0.34273 -1.03143 1.57421  0.268

=====

Computed, not measured: a molecular structure, C2H4N2S3, with wB97M-V/def2-TZVPD.

Its calculated total energy is -37622.28137 eV. As for the HOMO energy: -8.4 eV.

Each line ends with the Mulliken charge.
Atoms and positions in Å:
C: 0.43269 -1.59215 2.62706  -0.219
N: 0.56880 -1.15450 1.45351  -0.295
S: 0.30717 0.54253 1.20633  0.027
H: 0.46812 -2.74880 2.87694  0.211
H: -0.35543 -2.37849 -0.63265  0.180
H: 0.35306 -0.88567 3.40965  0.235
C: 0.26260 0.71327 -0.52303  0.328
H: 0.18453 0.07165 -2.26087  0.259
S: -1.29236 -1.61551 -1.33165  -0.075
N: -0.16381 -0.22296 -1.40968  -0.344
S: 0.50663 2.37653 -0.89494  -0.305

=====

Computed, not measured: a gas-phase ion, C2H4N3 (charge +1), with wB97M-V/def2-TZVPD.

The total charge is +1. Its calculated total energy is -6596.42999 eV. The SMILES is [NH+]#CN1CN1. As for the HOMO energy (alpha / beta): -16.0 / -16.0 eV.

Each line ends with the Mulliken charge.
Atoms and positions in Å:
H: -1.42722 0.21647 -1.20258  0.314
N: -0.95821 0.87792 2.40081  -0.026
C: -0.51212 0.67472 1.31637  0.097
N: -0.24969 -0.63077 0.19628  0.073
H: 0.96284 0.83479 -0.57502  0.305
H: 1.48479 -0.81519 -1.24527  0.277
C: 0.68178 -0.17880 -0.82185  -0.149
N: -0.72191 -0.47313 -1.04452  -0.233
H: -1.10525 0.87374 3.37987  0.341

=====

Computed, not measured: a gas-phase ion, C2H4N3O (charge +1), with wB97M-V/def2-TZVPD.

The total charge is +1. Its calculated total energy is -8644.61539 eV. The SMILES is O=[N+]1CNC=N1. As for the HOMO energy (alpha / beta): -15.8 / -15.8 eV.

Each line ends with the Mulliken charge.
Atoms and positions in Å:
N: 1.67440 -0.69553 0.11373  0.913
H: 0.89164 1.15980 -0.91353  0.319
O: 2.82256 -0.86632 -0.20664  -0.360
C: 0.66301 0.14811 -0.66190  -0.316
N: -0.45193 0.25628 0.24724  -0.247
C: -0.01443 -0.58771 1.51194  0.126
H: -1.49026 0.48404 0.08557  0.312
H: -0.79655 -0.71301 2.27980  0.394
N: 1.19849 -0.96635 1.31566  -0.475
H: 0.28702 -0.38858 -1.49254  0.334

=====

Computed, not measured: a gas-phase ion, C2H4N3S (charge +1), with wB97M-V/def2-TZVPD.

The total charge is +1. Its calculated total energy is -17434.10883 eV. The SMILES is [H]/N=C/[NH+]=C\N=S. As for the HOMO energy (alpha / beta): -13.9 / -14.0 eV.

Each line ends with the Mulliken charge.
Atoms and positions in Å:
H: 2.19994 0.23086 -1.53865  0.286
N: 1.31160 0.04197 -1.01803  -0.482
N: -1.55755 0.46739 -0.75602  -0.098
C: 1.28783 -0.46624 0.11908  0.014
N: 0.03601 -0.29713 0.78717  -0.173
H: -1.64827 0.37350 1.37364  0.325
H: -0.09291 -0.67953 1.71237  0.239
S: -2.57210 0.99038 -1.78345  0.291
C: -1.16230 0.10805 0.40452  0.242
H: 2.19775 -0.76926 0.69936  0.357

=====

Computed, not measured: 2 unconnected molecules or ions with the total composition C2H4N4, with wB97M-V/def2-TZVPD.

Its calculated total energy is -8097.73417 eV. The SMILES is N=C=N.N#CN. As for the HOMO energy: -9.5 eV.

Each line ends with the Mulliken charge.
Atoms and positions in Å:
N: -2.28147 -0.09105 -1.08819  -0.419
C: -1.77190 -0.37588 0.10307  0.438
H: -1.99265 -0.61431 -1.90079  0.224
H: 0.38492 0.11284 1.58503  0.376
N: 1.19284 0.60993 1.24820  -0.432
N: 2.99238 0.28713 -0.27273  -0.516
C: 1.95732 0.27694 0.36650  0.337
H: -2.94502 0.66728 -1.15156  0.221
H: 3.84465 -0.17831 -0.02585  0.264
N: -1.38107 -0.69456 1.13631  -0.491

=====

Molecular weight readings, ordered: 120.2; 120.2; 152.3; 152.3; 70.1; 86.1; 102.1; 84.1 Da
Max |F| readings, ordered: 5.2; 6.1; 5.6; 2.9; 5.8; 7.8; 2.4; 2.8 eV/A
ΔE to the lowest compared entry with this formula, charge and spin readings, ordered: 372.1; 219.1; 445.9; 206.7; 485.9; 414.8; 157.1; 152.4 kJ/mol